# C30H30AsN4O6Tl

A structure of composition C30H30AsN4O6Tl (the ωB97M-V functional and the def2-TZVPD basis, the OMol25 dataset).

The geometry in XYZ format:
```
72
Properties=species:S:1:pos:R:3
Tl -1.2212 -0.3863 0.4195
C -2.8705 2.0965 -1.0539
C -3.7065 0.9404 -1.5487
C -3.0955 0.3206 -2.5647
C -1.7979 0.9751 -2.8044
C -1.6390 1.9793 -1.9333
H -3.3973 3.0278 -1.3544
H -4.6531 0.6788 -1.0967
H -3.4431 -0.5541 -3.0972
H -1.0800 0.6461 -3.5423
H -0.7594 2.5947 -1.8100
O -0.9916 -1.2348 3.1186
C -0.6352 -2.3279 3.6628
C -1.2151 -2.7999 4.8835
C -0.8796 -4.0149 5.4388
C 0.0640 -4.8541 4.8414
C 0.6721 -4.4153 3.6723
C 0.3662 -3.1886 3.0977
C 1.0440 -2.7809 1.8525
N 2.0184 -1.9059 1.7039
C 2.3112 -1.8976 0.3558
C 1.5103 -2.7673 -0.3145
N 0.7124 -3.3281 0.6482
H -1.9609 -2.1621 5.3451
H -1.3651 -4.3269 6.3597
H 0.3203 -5.8117 5.2772
H 1.4225 -5.0360 3.1902
H 3.0572 -1.2379 -0.0571
H 1.3920 -2.9868 -1.3583
H -0.1083 -3.8855 0.4842
C 0.8047 1.2901 3.0423
As 1.6860 1.7814 1.4182
C 3.5087 1.1698 1.6250
C 1.8043 3.7068 1.4517
O 1.0052 1.2643 0.0049
H 1.4878 1.4893 3.8703
H 0.5266 0.2343 3.0230
H -0.0889 1.9027 3.1409
H 3.9995 1.7526 2.4057
H 4.0337 1.3022 0.6797
H 3.4765 0.1163 1.9014
H 2.3025 4.0413 2.3624
H 0.7912 4.1097 1.4176
H 2.3584 4.0406 0.5751
O -1.9379 -3.1978 -3.6203
C -1.0500 -2.5272 -3.0705
O -0.9715 -2.0933 -1.8993
C 0.1285 -2.0911 -3.9739
C 1.0782 -1.1883 -3.5048
C 2.1418 -0.7887 -4.3071
C 2.2777 -1.2928 -5.5889
C 1.3224 -2.1931 -6.0398
C 0.2499 -2.5951 -5.2618
N 1.4635 -2.7323 -7.3998
O 0.6313 -3.5242 -7.7991
O 2.4088 -2.3543 -8.0760
H 0.9581 -0.8029 -2.4983
H 2.8667 -0.0793 -3.9279
H 3.0936 -1.0062 -6.2349
H -0.4963 -3.2864 -5.6254
N -2.6655 2.0522 0.3777
C -2.2286 3.1742 0.9495
C -1.8726 4.3962 0.2902
C -1.5019 5.5275 1.0009
C -1.4279 5.5401 2.3892
C -1.7468 4.3505 3.0598
C -2.1271 3.2184 2.3795
H -1.8863 4.4467 -0.7902
H -1.2490 6.4271 0.4454
H -1.1312 6.4299 2.9307
H -1.6996 4.3177 4.1450
H -2.3954 2.3141 2.9159
```

Results
**Charge**: -2
**HOMO**: -1.43 eV
**Lowest unoccupied orbital energy**: 0.1361 hartree
**ΔE to the lowest compared entry with this formula, charge and spin**: 12.73 kcal/mol
**E_tot**: -115373.20455 eV
**HOMO-LUMO gap**: 5.1369 eV

---

# C30H30BClN2O4Y

A structure of composition C30H30BClN2O4Y (the ωB97M-V functional and the def2-TZVPD basis, the OMol25 dataset).

The geometry in XYZ format:
```
69
Properties=species:S:1:pos:R:3
Y -1.5194 0.1493 -1.3129
Cl 1.0682 -3.8879 -7.2307
C 0.6412 -2.7797 -5.9714
C 1.4066 -1.6250 -5.7767
C 1.0772 -0.7310 -4.7861
C -0.0223 -0.9555 -3.9448
O -0.3360 -0.0673 -3.0246
C -0.7856 -2.1288 -4.1366
C -1.9433 -2.4650 -3.3576
N -2.3844 -1.8479 -2.3103
C -3.5622 -2.3217 -1.6756
C -3.9687 -3.6292 -1.6496
C -5.1816 -4.0032 -1.0342
C -5.9796 -3.0708 -0.4408
C -5.5704 -1.7169 -0.4054
C -6.3372 -0.7036 0.2100
C -5.8794 0.5836 0.2344
C -4.6303 0.8575 -0.3386
N -3.8872 -0.0561 -0.9318
C -4.3476 -1.3452 -0.9981
C -0.4403 -3.0239 -5.1699
H 2.2579 -1.4412 -6.4184
H 1.6611 0.1664 -4.6331
H -2.5005 -3.3289 -3.7240
H -3.3511 -4.3989 -2.0930
H -5.4727 -5.0444 -1.0404
H -6.9173 -3.3508 0.0206
H -7.2869 -0.9624 0.6614
H -6.4440 1.3802 0.6960
H -4.2271 1.8645 -0.3044
H -1.0340 -3.9161 -5.3253
C 0.0929 4.0591 -0.0127
C 0.6154 3.6954 -1.4062
C -0.6399 3.2354 -2.1131
O -1.3344 2.4654 -1.0862
C -1.0788 3.1016 0.2124
H -0.2523 5.0921 0.0083
H 0.8521 3.9411 0.7571
H 1.3285 2.8717 -1.3531
H 1.0893 4.5354 -1.9097
H -0.4679 2.5710 -2.9587
H -1.2836 4.0645 -2.4120
H -0.8420 2.3052 0.9156
H -1.9912 3.6133 0.5162
C 4.3851 1.1907 5.5338
C 4.6668 0.8936 4.0544
C 5.0225 2.2091 3.3616
C 5.8740 -0.0479 3.9435
C 3.4416 0.2247 3.4285
C 2.9856 -0.9924 3.9513
C 1.8844 -1.6700 3.4421
C 1.2385 -1.0851 2.3762
O 0.1347 -1.5277 1.6774
B -0.1220 -0.5849 0.6908
O 0.8466 0.4558 0.7954
C 1.6717 0.1111 1.8487
C 2.7639 0.7892 2.3466
H 5.2524 1.6701 5.9918
H 4.1723 0.2800 6.0941
H 3.5285 1.8591 5.6391
H 5.9007 2.6435 3.8407
H 4.2122 2.9375 3.4363
H 5.2622 2.0591 2.3070
H 6.7543 0.4173 4.3913
H 6.0981 -0.2696 2.8985
H 5.6980 -0.9930 4.4576
H 3.5095 -1.4332 4.7891
H 1.5520 -2.6098 3.8607
H 3.0753 1.7213 1.8975
```

Results
**Charge**: +1
**HOMO**: -10.32 eV
**Lowest unoccupied orbital energy**: -0.1325 hartree
**ΔE to the lowest compared entry with this formula, charge and spin**: 0.00 kcal/mol
**E_tot**: -57008.84271 eV
**HOMO-LUMO gap**: 6.7171 eV

---

# C30H30BF3N8Tl

A structure of composition C30H30BF3N8Tl (the ωB97M-V functional and the def2-TZVPD basis, the OMol25 dataset).

The geometry in XYZ format:
```
73
Properties=species:S:1:pos:R:3
Tl -0.3161 -0.1257 0.1407
C 0.7191 0.7596 -3.2674
C 0.6950 -0.6940 -2.9387
C 1.0616 -1.7898 -3.7178
C 0.8806 -2.9053 -2.9164
C 1.1093 -4.3410 -3.2466
N 0.4282 -2.4893 -1.7202
N 0.3106 -1.1345 -1.7404
B 0.0294 -3.3156 -0.4680
N 0.9192 -2.8869 0.7378
N 0.8645 -1.6264 1.2481
C 1.7019 -1.5490 2.2828
C 1.8782 -0.2887 3.0585
C 2.3143 -2.7897 2.4498
C 1.7940 -3.6090 1.4592
C 2.0916 -5.0434 1.1827
N -1.4513 -3.0555 -0.1265
N -1.8918 -1.7980 0.1623
C -3.1961 -1.8681 0.4201
C -3.9999 -0.6647 0.7793
C -3.6121 -3.1959 0.2971
C -2.4832 -3.9166 -0.0481
C -2.3440 -5.3787 -0.3046
H 0.4079 0.9247 -4.2971
H 0.0525 1.3260 -2.6153
H 1.7274 1.1627 -3.1548
H 1.4062 -1.7779 -4.7376
H 1.5052 -4.4220 -4.2561
H 1.8202 -4.7997 -2.5598
H 0.1815 -4.9106 -3.1953
H 0.2062 -4.4704 -0.6884
H 1.1759 0.4803 2.7343
H 1.7167 -0.4681 4.1208
H 2.8895 0.1012 2.9366
H 3.0339 -3.0655 3.2015
H 2.8389 -5.4009 1.8870
H 1.1982 -5.6587 1.2875
H 2.4758 -5.1831 0.1724
H -3.3880 0.2367 0.7919
H -4.8100 -0.5194 0.0648
H -4.4480 -0.7864 1.7654
H -4.6057 -3.5842 0.4416
H -3.3047 -5.8662 -0.1574
H -2.0146 -5.5731 -1.3254
H -1.6215 -5.8338 0.3729
N 6.9500 2.8211 -1.2854
C 5.9094 2.4017 -1.0444
C 4.6043 1.8756 -0.7441
C 4.3620 0.5078 -0.8347
C 3.0920 0.0503 -0.5387
N 2.1001 0.8623 -0.1720
C 2.3373 2.1701 -0.0863
C 3.5741 2.7266 -0.3621
H 5.1441 -0.1768 -1.1294
H 2.8550 -1.0066 -0.5974
H 1.4979 2.7898 0.2097
H 3.7323 3.7925 -0.2841
F -4.8133 8.0553 2.0937
C -3.5368 8.1059 1.6770
F -2.8396 8.7952 2.5894
F -3.5245 8.8178 0.5369
C -2.9807 6.7232 1.4568
C -3.6137 5.8964 0.5361
C -3.1198 4.6286 0.2990
C -1.9880 4.1830 0.9865
C -1.3651 5.0157 1.9130
C -1.8618 6.2876 2.1469
C -1.4668 2.8715 0.7264
C -1.0317 1.7695 0.4962
H -4.4882 6.2487 0.0052
H -3.6009 3.9791 -0.4192
H -0.4936 4.6648 2.4489
H -1.3800 6.9378 2.8628
```

Results
**Charge**: +1
**HOMO**: -11.72 eV
**Lowest unoccupied orbital energy**: -0.1124 hartree
**E_tot**: -57036.08409 eV
**HOMO-LUMO gap**: 8.6595 eV

---

# C30H30BNO4OsPSe

A structure of composition C30H30BNO4OsPSe (the ωB97M-V functional and the def2-TZVPD basis, the OMol25 dataset).

The geometry in XYZ format:
```
69
Properties=species:S:1:pos:R:3
Os 0.2092 -1.1651 -0.9770
O -1.5912 -2.1256 -0.0871
C -1.8251 -2.1171 -1.3328
O -0.8723 -2.5155 -2.1087
C -2.9588 -1.3258 -1.8751
C -4.1704 -1.8455 -2.2949
C -5.1430 -0.9787 -2.7730
C -4.8995 0.3878 -2.8402
C -3.6787 0.9009 -2.4286
C -2.7018 0.0462 -1.9298
P -1.0586 0.6617 -1.4439
C -0.4963 1.5728 -2.8985
C -0.3928 2.9589 -2.9511
C 0.0225 3.5721 -4.1263
C 0.3250 2.8091 -5.2427
C 0.2089 1.4241 -5.1970
C -0.1996 0.8065 -4.0295
C -1.2770 1.8237 -0.0885
C -2.4721 1.8765 0.6218
C -2.5832 2.7112 1.7243
C -1.5055 3.4888 2.1200
C -0.3072 3.4292 1.4187
C -0.1888 2.5927 0.3238
H -4.3535 -2.9108 -2.2530
H -6.0946 -1.3741 -3.1015
H -5.6606 1.0547 -3.2215
H -3.4842 1.9648 -2.5001
H -0.6433 3.5640 -2.0907
H 0.1040 4.6500 -4.1669
H 0.6467 3.2922 -6.1558
H 0.4369 0.8292 -6.0712
H -0.2911 -0.2745 -3.9953
H -3.3138 1.2612 0.3315
H -3.5144 2.7508 2.2735
H -1.5958 4.1407 2.9790
H 0.5372 4.0291 1.7312
H 0.7592 2.5301 -0.1985
C 1.2468 0.6060 3.9386
C 0.3199 -0.4492 3.3613
C -0.9776 -0.4867 4.1489
O -0.0316 0.0072 2.0134
B 0.4014 -0.9135 1.1356
O 1.0252 -1.9995 1.6702
C 0.9958 -1.8663 3.1308
C 0.1843 -3.0415 3.6484
C 2.4325 -1.9686 3.6087
H 0.7170 1.5582 3.9679
H 2.1431 0.7338 3.3337
H 1.5446 0.3492 4.9555
H -1.3954 0.5195 4.1839
H -0.8022 -0.8194 5.1722
H -1.7105 -1.1447 3.6863
H -0.8069 -3.0688 3.1990
H 0.0797 -3.0004 4.7326
H 0.6983 -3.9670 3.3912
H 3.0670 -1.2125 3.1497
H 2.8234 -2.9502 3.3420
H 2.4930 -1.8644 4.6925
Se 2.1086 -0.0214 -1.4513
C 3.6071 -1.1641 -1.0586
C 4.8613 -0.7081 -1.4314
C 5.9531 -1.5273 -1.1751
N 5.8535 -2.7161 -0.5883
C 4.6419 -3.1332 -0.2353
C 3.4818 -2.3988 -0.4451
H 4.9998 0.2529 -1.9100
H 6.9501 -1.2078 -1.4549
H 4.5867 -4.1037 0.2450
H 2.5320 -2.7900 -0.1020
```

Results
**Charge**: +1
**HOMO**: -12.08 eV
**Lowest unoccupied orbital energy**: -0.1614 hartree
**E_tot**: -119053.12732 eV
**HOMO-LUMO gap**: 7.6911 eV

---

# C30H30CaF5N3O4PS3Te

A structure of composition C30H30CaF5N3O4PS3Te at a distorted geometry (the ωB97M-V functional and the def2-TZVPD basis, the OMol25 dataset).

The geometry in XYZ format:
```
78
Properties=species:S:1:pos:R:3
Ca 0.5242 0.2001 0.1620
F -2.5634 7.0623 -0.2241
C -1.7613 6.0171 -0.5310
C -2.1617 4.7106 -0.2583
F -3.3531 4.4905 0.3368
C -1.3486 3.6541 -0.6063
F -1.7672 2.3917 -0.3422
C -0.0969 3.8214 -1.2361
S 0.8550 2.5112 -1.7308
C 0.2834 5.1651 -1.4722
F 1.4702 5.4238 -2.0475
C -0.5255 6.2308 -1.1357
F -0.1252 7.4929 -1.3937
N -2.9689 -1.9571 2.0675
C -3.8765 -0.9116 2.2710
C -4.4037 -0.7114 3.5364
C -5.3149 0.3081 3.7662
C -5.6713 1.1613 2.7398
C -5.1324 0.9784 1.4733
C -4.2640 -0.0676 1.2312
S -3.6000 -0.3465 -0.3944
N -2.2835 -1.3184 -0.1165
C -2.1035 -1.9382 0.9834
C -0.9390 -2.8203 1.0912
C -1.0047 -3.9915 1.8553
C 0.0823 -4.8415 1.8649
C 1.2046 -4.4989 1.1221
C 1.1839 -3.3070 0.4152
N 0.1448 -2.4909 0.3912
H -2.5311 -2.2522 2.9299
H -4.0940 -1.3590 4.3474
H -5.7287 0.4295 4.7562
H -6.3700 1.9666 2.9106
H -5.3915 1.6423 0.6627
H -1.9096 -4.2507 2.3879
H 0.0513 -5.7617 2.4309
H 2.0689 -5.1417 1.0788
H 2.0421 -2.9982 -0.1656
C -0.8526 3.6828 5.0546
C -1.2837 2.5318 4.1387
C -2.0484 3.0794 2.9369
C -2.1374 1.5262 4.9043
O -0.0748 1.9182 3.7124
P 0.0236 0.5690 2.8298
O -1.1956 0.2732 2.0340
O 1.2980 0.6952 2.0611
O 0.1110 -0.6427 3.9214
C 1.2963 -0.9792 4.6376
C 0.8347 -1.7320 5.8941
C 2.1617 -1.8943 3.7662
C 2.0871 0.2615 5.0427
H -1.7233 4.2276 5.4108
H -0.2027 4.3634 4.5113
H -0.3020 3.2950 5.9078
H -2.9185 3.6443 3.2639
H -2.3741 2.2567 2.3088
H -1.3924 3.7253 2.3554
H -3.0664 1.9838 5.2362
H -1.5888 1.1539 5.7677
H -2.3677 0.6955 4.2438
H 0.3243 -2.6510 5.6171
H 0.1516 -1.1105 6.4683
H 1.6903 -1.9798 6.5167
H 1.6157 -2.8057 3.5258
H 3.0783 -2.1532 4.2921
H 2.4083 -1.3783 2.8389
H 1.4677 0.9085 5.6591
H 2.3745 0.8065 4.1485
H 2.9781 -0.0213 5.6014
Te 3.4083 -0.0266 -0.5243
C 4.0127 -1.9556 -1.1145
C 3.4139 -2.8442 -1.9610
C 4.1335 -4.0441 -2.1429
C 5.2948 -4.0714 -1.4413
S 5.5101 -2.6169 -0.5353
H 2.4728 -2.6335 -2.4451
H 3.8015 -4.8493 -2.7750
H 6.0433 -4.8370 -1.4012
```

Results
**Charge**: -1
**HOMO**: -3.99 eV
**Lowest unoccupied orbital energy**: 0.0693 hartree
**ΔE to the lowest compared entry with this formula, charge and spin**: 0.22 kcal/mol
**E_tot**: -125380.15395 eV
**HOMO-LUMO gap**: 5.8816 eV

---

# C30H30CoN6O2S3Si

A structure of composition C30H30CoN6O2S3Si (the ωB97M-V functional and the def2-TZVPD basis, the OMol25 dataset).

The geometry in XYZ format:
```
73
Properties=species:S:1:pos:R:3
Co -1.1600 1.0022 -0.1155
C 4.1781 -4.9034 -0.1350
C 2.8678 -4.1689 -0.1479
C 1.8882 -4.4394 0.8067
C 0.6673 -3.7885 0.7803
C 0.4251 -2.8357 -0.2016
C 1.3744 -2.5686 -1.1789
C 2.5879 -3.2334 -1.1417
S -1.1013 -1.9637 -0.2221
O -2.1087 -2.8679 0.2624
O -1.2273 -1.3272 -1.5174
N -1.0037 -0.6703 0.7478
C -1.1414 -0.6243 2.1204
C -1.1872 -1.6472 3.0392
C -1.3252 -1.3580 4.4137
C -1.4419 -0.0791 4.8804
C -1.4424 0.9949 3.9607
C -1.6411 2.3474 4.3174
C -1.7019 3.3055 3.3445
C -1.5326 2.9368 2.0011
N -1.3084 1.6913 1.6401
C -1.2825 0.7083 2.5956
H 4.4070 -5.2903 0.8568
H 4.9958 -4.2566 -0.4515
H 4.1444 -5.7507 -0.8228
H 2.0804 -5.1797 1.5733
H -0.0984 -4.0422 1.5001
H 1.1577 -1.8593 -1.9641
H 3.3281 -3.0243 -1.9049
H -1.1367 -2.6759 2.7157
H -1.3463 -2.1851 5.1109
H -1.5582 0.1249 5.9363
H -1.7629 2.6082 5.3612
H -1.8792 4.3442 3.5826
H -1.5839 3.6759 1.2137
N -0.1147 4.4152 -0.7651
C -0.9279 3.7491 -1.6115
N -1.4868 2.5836 -1.3537
C -2.4333 2.2831 -2.3446
C -2.4961 3.1524 -3.3678
S -1.4052 4.4590 -3.1056
C -3.3193 1.1679 -2.0550
C -4.2916 0.6240 -2.8135
S -5.1481 -0.5546 -1.8926
C -4.1233 -0.2344 -0.5385
N -3.2073 0.6736 -0.7714
N -4.3023 -0.8440 0.6565
H 0.3646 3.8667 -0.0692
H 0.4159 5.1894 -1.1308
H -3.1588 3.1377 -4.2157
H -4.5676 0.8509 -3.8290
H -4.8004 -1.7199 0.6515
H -3.4903 -0.8605 1.2559
C 1.8594 -0.0107 1.3769
Si 1.1477 1.1188 0.0574
C 2.0663 2.7232 0.4948
C 1.7522 0.6639 -1.6633
C 3.1049 0.3308 -1.8027
C 3.6396 -0.0089 -3.0360
C 2.8273 -0.0254 -4.1630
C 1.4860 0.3072 -4.0482
C 0.9582 0.6521 -2.8106
H 2.9469 -0.0224 1.2604
H 1.5127 -1.0401 1.3593
H 1.6565 0.4096 2.3669
H 3.0666 2.3634 0.7532
H 1.7053 3.2497 1.3845
H 2.2016 3.4181 -0.3316
H 3.7559 0.3188 -0.9348
H 4.6887 -0.2633 -3.1185
H 3.2397 -0.2961 -5.1262
H 0.8452 0.2904 -4.9206
H -0.0991 0.8818 -2.7553
```

Results
**Charge**: +1
**HOMO (spin up / spin down)**: -10.53 / -10.53 eV
**Lowest unoccupied orbital energy (spin up / spin down)**: -0.1136 / -0.1140 hartree
**ΔE to the lowest compared entry with this formula, charge and spin**: 0.00 kcal/mol
**E_tot**: -122640.13409 eV
**HOMO-LUMO gap (spin up / spin down)**: 7.4366 / 7.4310 eV